1.
{
  "formula": "C6H5N",
  "method": "wB97M-V/def2-TZVPD",
  "mol_weight_g_mol": 91.1,
  "energy_ev": -7788.791,
  "homo_ha": [-0.319, -0.289],
  "lumo_energy_ha": [-0.043, -0.022],
  "symbols": ["C", "C", "C", "C", "C", "C", "N", "H", "H", "H", "H", "H"],
  "coordinates": [[0.2485, -1.4126, 0.3493], [1.4119, -1.0388, -0.3202], [-1.6728, 1.6934, -0.2506], [-0.6609, 0.8200, -0.0249], [-0.7524, -0.4904, 0.5232], [0.5880, 1.0504, -0.7437], [1.5218, 0.1621, -0.8609], [0.1564, -2.4040, 0.7637], [2.2725, -1.6861, -0.4063], [-1.5737, 2.7614, -0.1145], [-1.6071, -0.7056, 1.1485], [0.7126, 1.9705, -1.2903]],
  "nbo_charge": [-0.253, 0.045, -0.029, -0.278, -0.135, 0.095, -0.421, 0.223, 0.197, 0.148, 0.219, 0.189]
}

=====

2.
{
  "formula": "C2H2Cl2P2",
  "method": "wB97M-V/def2-TZVPD",
  "mol_weight_g_mol": 158.9,
  "smiles": "[H]/P=C(\\Cl)C#P.Cl",
  "energy_ev": -45726.122,
  "homo_ha": [-0.321, -0.321],
  "lumo_energy_ha": [-0.051, -0.051],
  "symbols": ["C", "C", "P", "P", "Cl", "Cl", "H", "H"],
  "coordinates": [[1.9280, 0.2148, 0.0685], [0.8740, -0.6444, 0.2664], [3.1021, 1.2316, -0.1379], [-0.1336, -0.5458, 1.6349], [-2.2952, 1.6060, -0.5810], [0.6146, -1.8499, -0.9802], [-3.1323, 1.6053, -1.5472], [-0.9576, -1.6176, 1.2765]],
  "nbo_charge": [-0.592, -0.510, 0.621, 0.494, -0.267, 0.030, 0.267, -0.042]
}

=====

3.
{
  "formula": "C23H56B3O12P3",
  "method": "wB97M-V/def2-TZVPD",
  "mol_weight_g_mol": 650.0,
  "energy_ev": -79227.636,
  "homo_ha": -0.319,
  "lumo_energy_ha": -0.063,
  "symbols": ["C", "O", "C", "C", "C", "C", "C", "C", "C", "C", "B", "O", "B", "O", "B", "P", "C", "C", "O", "H", "H", "H", "H", "H", "H", "H", "H", "H", "H", "H", "H", "H", "H", "H", "H", "H", "H", "H", "H", "H", "H", "H", "H", "H", "H", "O", "P", "O", "C", "C", "O", "C", "C", "O", "C", "C", "H", "H", "H", "H", "H", "H", "H", "H", "H", "H", "H", "H", "H", "H", "H", "O", "P", "O", "C", "C", "O", "C", "C", "O", "C", "C", "H", "H", "H", "H", "H", "H", "H", "H", "H", "H", "H", "H", "H", "H", "H"],
  "coordinates": [[-1.2957, -3.7238, -1.3684], [-2.5497, -4.3507, -1.6639], [-3.0733, -3.9270, -2.9240], [-4.6399, -4.1029, -3.0687], [-5.2396, -5.3810, -2.3403], [-6.5079, -5.0585, -1.4337], [-7.6259, -4.2136, -2.1664], [-8.6542, -3.4963, -1.2002], [-7.9870, -2.5335, -0.1394], [-7.6089, -1.1498, -0.8502], [-6.1952, -0.5626, -0.3750], [-5.1772, -1.3070, 0.3112], [-3.9329, -1.1723, -0.4147], [-3.6153, -0.0219, -1.2240], [-4.8014, 0.6404, -1.6785], [-5.1368, 1.2594, -3.4523], [-7.0437, 1.2525, -3.5761], [-4.6431, -0.2301, -4.5514], [-5.8484, 0.8118, -0.6854], [-1.2920, -2.6076, -1.5373], [-0.4877, -4.2730, -1.9285], [-1.0852, -3.8910, -0.2658], [-2.5613, -4.3999, -3.8141], [-2.8568, -2.8092, -3.0088], [-5.1412, -3.1389, -2.7760], [-4.8426, -4.2340, -4.1774], [-5.6025, -6.0929, -3.1477], [-4.4910, -5.9586, -1.7332], [-6.9748, -6.0593, -1.1651], [-6.1306, -4.6131, -0.4730], [-8.2309, -4.9555, -2.7812], [-7.2289, -3.4634, -2.9083], [-9.3342, -2.8586, -1.8499], [-9.3384, -4.2546, -0.7056], [-8.7268, -2.2841, 0.6720], [-7.0717, -2.9683, 0.3425], [-7.4937, -1.3993, -1.9592], [-8.4560, -0.3959, -0.8132], [-3.1774, -2.0818, -0.2726], [-7.3901, 0.2742, -4.0097], [-7.5385, 1.3674, -2.5731], [-7.4134, 2.1028, -4.2212], [-3.7917, 0.0636, -5.2210], [-5.5228, -0.5429, -5.1967], [-4.3591, -1.1387, -3.9528], [1.7133, 2.2143, -0.6043], [2.5932, 1.2475, 0.1917], [2.9830, 0.2600, -1.0797], [3.8510, 0.7648, -2.0864], [5.2701, 0.9229, -1.5721], [1.3181, 0.4005, 0.8312], [0.1762, 1.1061, 1.3213], [-0.9923, 0.9030, 0.3770], [3.6457, 0.3410, 1.1814], [3.4109, -0.9878, 1.6413], [3.6643, -2.0536, 0.5952], [3.4698, 1.7160, -2.4698], [3.8372, 0.0488, -2.9110], [5.3184, 1.6776, -0.7804], [5.9407, 1.2275, -2.3786], [5.6355, -0.0130, -1.1460], [0.3944, 2.1666, 1.4593], [-0.0677, 0.6943, 2.3053], [-0.7329, 1.1767, -0.6469], [-1.8555, 1.4944, 0.6884], [-1.2804, -0.1512, 0.3531], [2.4262, -1.1000, 2.0939], [4.1247, -1.1403, 2.4576], [2.8746, -2.0681, -0.1569], [3.6918, -3.0412, 1.0623], [4.6124, -1.8832, 0.0823], [8.3797, 5.7018, 3.3788], [7.1617, 4.8232, 3.0836], [6.8345, 4.3630, 4.6406], [6.3365, 5.3403, 5.5457], [4.9148, 5.7456, 5.2034], [8.0465, 3.5175, 2.5670], [9.1861, 3.7237, 1.7311], [10.4532, 3.4586, 2.5208], [5.7464, 4.0466, 2.5393], [5.5520, 2.6362, 2.4629], [5.2560, 1.9837, 3.7962], [6.9960, 6.2132, 5.5573], [6.3611, 4.8963, 6.5432], [4.8728, 6.2436, 4.2296], [4.5170, 6.4294, 5.9564], [4.2649, 4.8710, 5.1447], [9.1882, 4.7282, 1.3046], [9.1153, 3.0174, 0.8984], [10.4847, 4.0538, 3.4350], [11.3402, 3.6844, 1.9256], [10.4953, 2.4103, 2.8278], [6.3691, 2.1336, 1.9462], [4.6759, 2.5002, 1.8211], [6.1504, 1.9263, 4.4176], [4.8950, 0.9639, 3.6436], [4.4992, 2.5437, 4.3485]],
  "mulliken_charge": [-0.689, -0.338, -0.400, 0.483, -0.726, -0.597, -0.464, -0.955, -0.503, -0.259, 0.232, -0.452, 0.823, -0.304, 0.485, -0.176, -0.900, -0.721, -0.289, 0.258, 0.295, 0.224, 0.384, 0.162, -0.661, 0.328, 0.331, 0.359, 0.364, 0.226, 0.382, 0.265, 0.314, 0.392, 0.392, 0.210, -0.073, 0.357, -0.176, 0.227, 0.187, 0.385, 0.348, 0.318, -0.028, -0.753, 1.085, -0.268, -0.448, -0.760, -0.435, -0.734, -0.764, 0.008, -0.197, -1.045, 0.287, 0.313, 0.150, 0.430, 0.151, 0.386, 0.392, 0.285, 0.435, 0.058, 0.270, 0.296, 0.233, 0.439, 0.195, -0.741, 1.062, -0.277, -0.365, -0.927, -0.403, -0.376, -1.159, -0.411, 0.523, -0.872, 0.282, 0.315, 0.292, 0.402, 0.158, 0.363, 0.338, 0.282, 0.380, 0.296, 0.216, -0.107, 0.339, 0.179, 0.179]
}

=====

4.
{
  "formula": "C23H37N2O2P3Pt",
  "method": "wB97M-V/def2-TZVPD",
  "mol_weight_g_mol": 661.6,
  "energy_ev": -62589.608,
  "homo_ha": [-0.671, -0.699],
  "charge": 4,
  "multiplicity": 5,
  "lumo_energy_ha": [-0.439, -0.542],
  "s_squared": 6.03,
  "symbols": ["P", "C", "H", "H", "H", "C", "H", "H", "H", "C", "H", "H", "H", "P", "C", "H", "H", "H", "C", "H", "H", "H", "C", "H", "H", "H", "P", "C", "H", "H", "H", "C", "H", "H", "H", "C", "H", "H", "H", "Pt", "C", "O", "C", "O", "C", "C", "C", "C", "C", "C", "H", "H", "H", "H", "H", "H", "N", "C", "C", "C", "C", "C", "N", "C", "H", "H", "H", "H"],
  "coordinates": [[3.4880, -0.5977, 0.1954], [4.3286, -0.7599, 1.7686], [5.4086, -0.8995, 1.6040], [3.9415, -1.6230, 2.3270], [4.1764, 0.1366, 2.3849], [3.5564, -2.1236, -0.7662], [3.5151, -1.8888, -1.8413], [2.7224, -2.7891, -0.5059], [4.5102, -2.6343, -0.5562], [4.1663, 0.6641, -0.8973], [5.1810, 0.3560, -1.2029], [4.2360, 1.6277, -0.3743], [3.5354, 0.7692, -1.7968], [-0.7865, 3.4681, -0.8866], [-0.4737, 3.4364, 0.9315], [-0.7766, 4.3675, 1.4123], [0.5817, 3.2328, 1.1307], [-0.9976, 2.5902, 1.3860], [0.0524, 4.9167, -1.6312], [-0.0188, 4.7835, -2.7156], [1.1191, 4.8664, -1.3965], [-0.3992, 5.8632, -1.3199], [-2.5840, 3.7383, -1.0962], [-2.8917, 4.7376, -0.7753], [-3.1114, 2.9448, -0.5567], [-2.8062, 3.5772, -2.1541], [-2.7735, -2.4708, 0.2706], [-3.3403, -3.1006, 1.8531], [-3.3734, -4.2031, 1.8209], [-4.3519, -2.7234, 2.0723], [-2.6435, -2.7604, 2.6361], [-3.8576, -2.7250, -1.1483], [-4.1847, -3.7776, -1.1749], [-3.3150, -2.5004, -2.0826], [-4.7423, -2.0771, -1.0774], [-1.2068, -3.2250, -0.2216], [-1.3426, -4.3190, -0.2335], [-0.4087, -2.9688, 0.4867], [-0.9251, -2.8933, -1.2341], [-0.1818, 0.9867, -2.8651], [1.7397, -0.2183, 0.5682], [0.6567, -0.0076, 0.9390], [-2.4575, -0.6831, 0.4917], [-2.0144, 0.3831, 0.6813], [-1.3405, -0.0257, -4.2061], [-0.8434, -0.8893, -3.1842], [0.5621, -0.8729, -2.8967], [1.4296, 0.0126, -3.5865], [0.9149, 0.8805, -4.5969], [-0.4801, 0.8540, -4.9051], [-2.4207, 0.0555, -4.3460], [-1.5158, -1.4675, -2.5918], [0.9501, -1.4817, -2.0808], [2.4713, 0.0950, -3.2901], [1.5436, 1.6459, -5.0264], [-0.8887, 1.6063, -5.5641], [3.3115, -0.9134, 4.9929], [2.1790, -0.7761, 4.7110], [0.7854, -0.5733, 4.4129], [0.0657, 0.4368, 5.0656], [-1.2742, 0.6117, 4.7520], [-1.8348, -0.2223, 3.7688], [-1.1463, -1.1878, 3.1714], [0.1320, -1.3751, 3.4651], [0.5724, 1.0594, 5.8092], [-1.8995, 1.3560, 5.2378], [-2.8801, -0.1104, 3.4746], [0.6558, -2.1949, 2.9639]],
  "nbo_charge": [1.465, -0.996, 0.308, 0.308, 0.308, -0.972, 0.260, 0.275, 0.322, -0.952, 0.320, 0.300, 0.236, 0.940, -0.948, 0.289, 0.250, 0.265, -0.946, 0.254, 0.262, 0.288, -0.949, 0.287, 0.257, 0.251, 1.466, -0.979, 0.309, 0.307, 0.329, -0.961, 0.321, 0.242, 0.305, -0.978, 0.299, 0.267, 0.219, 0.979, 0.201, -0.377, 0.244, -0.406, -0.223, -0.175, -0.253, -0.219, -0.192, -0.189, 0.311, 0.253, 0.279, 0.279, 0.314, 0.319, -0.239, 0.238, -0.198, -0.098, -0.223, 0.058, -0.510, 0.067, 0.269, 0.264, 0.206, 0.192]
}

=====

5.
{
  "formula": "C22H23N4PdS2",
  "method": "wB97M-V/def2-TZVPD",
  "mol_weight_g_mol": 514.0,
  "energy_ev": -54295.554,
  "homo_ha": -0.115,
  "charge": -1,
  "lumo_energy_ha": 0.069,
  "symbols": ["Pd", "C", "S", "C", "S", "N", "N", "C", "C", "C", "C", "C", "C", "N", "H", "H", "H", "H", "H", "H", "H", "H", "C", "C", "C", "C", "C", "C", "H", "H", "H", "H", "H", "H", "H", "H", "H", "C", "C", "C", "C", "C", "C", "C", "C", "N", "H", "H", "H", "H", "H", "H"],
  "coordinates": [[0.4879, -0.2831, 0.0257], [2.4742, 1.0523, 5.4240], [3.8063, 0.9276, 4.2050], [2.7494, 0.5590, 2.7641], [1.9535, 1.8344, 2.0410], [2.7726, -0.7251, 2.5132], [2.0378, -1.1641, 1.4383], [2.2351, -2.4205, 1.2513], [1.5867, -3.1524, 0.1663], [1.8981, -4.4952, -0.0191], [1.2990, -5.1816, -1.0632], [0.4251, -4.4910, -1.8835], [0.1709, -3.1495, -1.6271], [0.7237, -2.4824, -0.6170], [2.9304, 1.3260, 6.3745], [1.9646, 0.0959, 5.5277], [1.7708, 1.8248, 5.1190], [2.9192, -2.9522, 1.9079], [2.5994, -4.9761, 0.6485], [1.5150, -6.2284, -1.2336], [-0.0704, -4.9717, -2.7159], [-0.5035, -2.5962, -2.2612], [-1.1226, 4.9525, -0.2608], [-0.0564, 4.1864, 0.5418], [-0.3455, 4.4263, 2.0285], [1.3148, 4.7863, 0.1831], [-0.0847, 2.7324, 0.1625], [0.4449, 1.6436, 0.5133], [-1.1306, 6.0172, -0.0066], [-2.1109, 4.5356, -0.0570], [-0.9309, 4.8437, -1.3300], [-0.3730, 5.4999, 2.2378], [0.4091, 3.9693, 2.6671], [-1.3166, 4.0019, 2.2934], [1.3290, 5.8642, 0.3778], [1.5277, 4.6228, -0.8750], [2.1078, 4.3191, 0.7640], [-1.0544, 0.2973, -1.2682], [-1.8339, -0.7538, -1.9221], [-1.7561, -0.9937, -3.3044], [-2.4454, -2.0285, -3.9049], [-3.2564, -2.8706, -3.1418], [-3.3778, -2.6295, -1.7676], [-2.6864, -1.5940, -1.1815], [-3.9552, -3.9563, -3.7578], [-4.5151, -4.8342, -4.2500], [-1.6652, 0.8800, -0.5841], [-0.6070, 0.9867, -1.9831], [-1.1199, -0.3531, -3.9035], [-2.3605, -2.2002, -4.9709], [-4.0132, -3.2741, -1.1730], [-2.7612, -1.4277, -0.1131]],
  "nbo_charge": [0.537, -0.734, 0.178, -0.076, -0.009, -0.442, -0.229, 0.018, 0.160, -0.238, -0.163, -0.269, 0.074, -0.448, 0.213, 0.210, 0.227, 0.189, 0.218, 0.213, 0.223, 0.230, -0.586, -0.123, -0.602, -0.598, -0.284, -0.262, 0.179, 0.203, 0.203, 0.185, 0.222, 0.202, 0.183, 0.203, 0.220, -0.688, 0.020, -0.254, -0.160, -0.253, -0.175, -0.180, 0.303, -0.368, 0.246, 0.216, 0.217, 0.216, 0.216, 0.215]
}

=====

> What is the formula in the first record?

C6H5N